No. 1
DFT (the ωB97M-V functional and the def2-TZVPD basis) results for a cluster of 2 separate species, C4H15N2OS in total in a non-equilibrium geometry.

XYZ file:
```
23
Properties=species:S:1:pos:R:3:lowdin_charge:R:1
C -0.19 0.49 1.17 -0.2300
N -0.82 0.60 -0.16 -0.0940
C -0.55 -0.53 -1.04 -0.2918
C 0.93 -0.67 -1.45 -0.5764
S 1.67 -2.31 -1.24 0.7017
C -1.17 -0.12 2.16 -0.2703
N -2.49 0.59 2.07 -0.0008
H 0.71 -0.13 1.16 0.1146
H 0.06 1.51 1.46 0.1024
H -0.48 1.44 -0.59 0.0781
H -0.90 -1.43 -0.52 0.0873
H -1.20 -0.43 -1.90 0.1110
H 1.47 0.08 -0.86 0.0585
H 1.06 -0.34 -2.48 0.0595
H 0.59 -2.87 -0.68 -0.1579
H -1.40 -1.15 1.89 0.0884
H -0.80 -0.11 3.18 0.0877
H -3.32 0.00 2.36 0.0219
H -2.51 1.48 2.64 0.0300
H -2.56 0.83 1.08 0.0532
H 1.28 4.18 -0.21 0.0518
H 1.47 3.32 -1.44 0.0413
O 0.89 3.42 -0.67 -0.0664
```

Properties
gap between HOMO and LUMO (alpha / beta) = 3.48 / 9.58 eV
⟨S²⟩ = 0.75
multiplicity = 2
LUMO energy (alpha / beta) = 0.0095 / 0.0088 Eh
molar mass = 139.24 g/mol
calculated total energy = -20250.800 eV

No. 2
DFT (the ωB97M-V functional and the def2-TZVPD basis) results for a cluster of 2 separate species, C4H15N2OS in total in a non-equilibrium geometry.

XYZ file:
```
23
Properties=species:S:1:pos:R:3:lowdin_charge:R:1
C 1.22 -0.19 -0.61 -0.2285
N 0.34 -1.00 0.24 -0.0941
C -0.17 -2.27 -0.31 -0.2779
C -1.71 -2.26 -0.46 -0.5476
S -2.22 -2.92 -2.08 0.7106
C 1.58 1.06 0.19 -0.1391
N 0.33 1.76 0.64 0.1813
H 0.71 0.11 -1.53 0.1274
H 2.14 -0.72 -0.93 0.1345
H 0.92 -1.25 1.04 0.1121
H 0.11 -3.06 0.39 0.1178
H 0.27 -2.53 -1.31 0.1041
H -2.26 -2.80 0.33 0.0773
H -2.09 -1.24 -0.41 0.0490
H -2.08 -4.20 -1.81 -0.1542
H 2.22 1.66 -0.47 0.1403
H 2.15 0.63 1.02 0.1310
H -0.45 1.35 0.09 0.1670
H 0.46 2.77 0.51 0.1208
H 0.15 1.61 1.64 0.1720
H -1.13 4.58 0.74 0.0694
H 0.13 4.74 1.64 0.0723
O -0.63 4.17 1.46 -0.0457
```

Properties
gap between HOMO and LUMO = 8.32 eV
net charge = +1
LUMO energy = -0.1221 Eh
molar mass = 139.24 g/mol
calculated total energy = -20247.402 eV

No. 3
DFT (the ωB97M-V functional and the def2-TZVPD basis) results for a cluster of 2 separate species, C4H15N2OS in total in a non-equilibrium geometry.

XYZ file:
```
23
Properties=species:S:1:pos:R:3:lowdin_charge:R:1
C -0.22 0.91 -0.64 -0.2036
N 0.31 -0.27 0.09 -0.1225
C 1.46 -0.09 1.03 -0.2877
C 1.05 -0.19 2.55 -0.5065
S 0.11 1.28 3.04 0.7285
C 0.51 0.75 -2.03 -0.0224
N -0.01 -0.66 -2.72 0.2215
H 0.07 1.90 -0.22 0.1246
H -1.29 0.94 -0.65 0.1118
H -0.53 -0.45 0.68 0.0857
H 1.95 1.01 0.83 0.1425
H 2.21 -0.74 0.55 0.1074
H 0.60 -1.11 2.47 0.0433
H 1.96 -0.29 3.16 0.0820
H 0.78 2.38 2.79 -0.1582
H 1.62 0.64 -1.79 0.1465
H 0.24 1.55 -2.61 0.0811
H -0.12 -1.27 -1.93 0.1179
H 0.38 -1.13 -3.53 0.1628
H -0.93 -0.53 -3.03 0.1292
H -3.80 -1.29 0.03 0.0756
H -3.24 -1.51 1.39 0.0189
O -3.10 -1.83 0.51 -0.0782
```

Properties
gap between HOMO and LUMO = 8.96 eV
net charge = +1
LUMO energy = -0.1206 Eh
molar mass = 139.24 g/mol
calculated total energy = -20245.727 eV

No. 4
DFT (the ωB97M-V functional and the def2-TZVPD basis) results for a cluster of 2 separate species, C4H15N2OS in total in a non-equilibrium geometry.

XYZ file:
```
23
Properties=species:S:1:pos:R:3:lowdin_charge:R:1
C 1.48 -0.39 0.96 -0.2011
N 0.47 0.05 0.02 -0.1265
C 0.69 -0.18 -1.40 -0.2772
C -0.64 -0.63 -2.13 -0.5093
S -0.94 -2.47 -2.00 0.6739
C 1.92 0.88 1.80 -0.1618
N 0.79 1.80 2.15 0.1448
H 2.38 -0.74 0.39 0.1335
H 0.98 -1.24 1.53 0.1449
H -0.46 -0.35 0.32 0.1293
H 1.45 -0.89 -1.67 0.0960
H 1.10 0.72 -1.87 0.1101
H -1.61 -0.28 -1.61 0.0704
H -0.76 -0.25 -3.17 0.0775
H -2.05 -2.61 -2.67 -0.1765
H 2.78 1.52 1.36 0.1552
H 2.40 0.30 2.73 0.1617
H 1.11 2.66 2.51 0.1310
H 0.17 1.28 2.95 0.2459
H 0.38 2.02 1.23 0.1368
H -2.73 2.70 1.18 0.0936
H -2.70 2.90 2.57 0.0040
O -2.10 2.59 1.95 -0.0561
```

Properties
gap between HOMO and LUMO = 8.29 eV
net charge = +1
LUMO energy = -0.1237 Eh
molar mass = 139.24 g/mol
calculated total energy = -20246.162 eV

No. 5
DFT (the ωB97M-V functional and the def2-TZVPD basis) results for a cluster of 2 separate species, C4H15N2OS in total in a non-equilibrium geometry.

XYZ file:
```
23
Properties=species:S:1:pos:R:3:lowdin_charge:R:1
N 1.42 -0.82 -0.76 0.1753
C 0.16 -0.22 -1.35 -0.3342
C -0.99 -0.55 -0.36 -0.4381
S -0.98 -2.39 -0.04 0.7831
C 0.39 1.30 -1.47 -0.1888
N 1.15 1.84 -0.34 -0.1036
C 0.39 2.66 0.58 -0.1178
H 1.48 -0.36 0.16 0.1536
H 2.22 -0.53 -1.31 0.1687
H 1.27 -1.83 -0.64 0.0976
H -0.04 -0.52 -2.38 0.1540
H -0.85 0.03 0.54 0.0498
H -1.96 -0.36 -0.77 0.0704
H -0.79 -2.22 1.27 -0.1339
H 0.97 1.51 -2.38 0.1320
H -0.57 1.79 -1.66 0.1340
H 1.93 2.39 -0.66 0.1119
H -0.08 2.14 1.43 0.0511
H -0.39 3.33 0.24 0.0819
H 1.06 3.31 1.16 0.0918
H -1.39 0.12 3.36 0.0610
H 0.13 0.22 3.49 0.0533
O -0.59 0.37 2.88 -0.0532
```

Properties
gap between HOMO and LUMO = 10.23 eV
net charge = +1
LUMO energy = -0.1077 Eh
molar mass = 139.24 g/mol
calculated total energy = -20247.700 eV

No. 6
DFT (the ωB97M-V functional and the def2-TZVPD basis) results for a structure of composition C4H15N2Si in a non-equilibrium geometry.

XYZ file:
```
22
Properties=species:S:1:pos:R:3:lowdin_charge:R:1
C 2.20 -0.90 -1.92 -0.0661
C -2.67 0.20 1.61 -0.2197
C 1.49 -1.32 -0.60 -0.1898
C 1.52 -0.34 1.51 0.0517
N -0.53 1.54 -0.24 -0.0747
N 1.35 -0.13 0.31 -0.0423
Si -2.33 0.93 -0.14 0.7106
H 2.13 -1.62 -2.67 0.0499
H 1.72 0.05 -2.12 0.0572
H 3.32 -0.68 -1.86 0.1102
H -1.92 0.28 2.34 -0.0085
H -3.50 0.76 2.00 0.0169
H -2.82 -0.90 1.41 0.0515
H 1.86 -2.14 0.02 0.1131
H 0.50 -1.60 -1.03 0.1283
H 1.95 -1.27 1.83 0.1099
H 1.18 0.42 2.12 0.0821
H -0.34 2.35 0.30 0.0663
H 0.48 0.80 0.00 0.0603
H -0.21 1.74 -1.20 0.0828
H -3.00 2.07 -0.65 -0.0550
H -2.38 -0.25 -1.03 -0.0346
```

Properties
gap between HOMO and LUMO = 11.49 eV
net charge = +1
LUMO energy = -0.1164 Eh
molar mass = 119.26 g/mol
calculated total energy = -15241.817 eV

No. 7
DFT (the ωB97M-V functional and the def2-TZVPD basis) results for a cluster of 3 separate species, C4H15N3 in total in a non-equilibrium geometry.

XYZ file:
```
22
Properties=species:S:1:pos:R:3:lowdin_charge:R:1
C -0.95 -2.10 -0.04 -0.2038
C -0.98 -2.01 -1.56 -0.1825
N -1.03 0.59 0.82 0.0485
H -1.66 0.65 0.02 0.0660
H -0.72 -1.06 0.42 0.0117
H -0.26 -2.87 0.30 0.0595
H -1.94 -2.27 0.37 0.0620
H 0.02 -1.87 -1.96 0.0463
H -1.60 -1.17 -1.89 0.0510
H -1.41 -2.92 -1.99 0.0558
C 0.28 2.05 -0.60 -0.0368
C 0.84 1.57 1.75 -0.0589
N 0.11 1.16 0.56 -0.4066
N 1.35 -0.35 -0.07 -0.0098
H 1.62 -1.25 0.32 -0.0107
H 2.28 0.05 0.09 -0.0256
H -0.07 3.05 -0.34 0.0935
H 0.60 2.61 1.98 0.0880
H 1.33 2.09 -0.88 0.0873
H -0.29 1.66 -1.44 0.0908
H 0.56 0.93 2.58 0.0955
H 1.91 1.47 1.54 0.0788
```

Properties
gap between HOMO and LUMO (alpha / beta) = 7.61 / 8.68 eV
LUMO energy (alpha / beta) = 0.0129 / 0.0156 Eh
molar mass = 105.18 g/mol
calculated total energy = -8856.456 eV

No. 8
DFT (the ωB97M-V functional and the def2-TZVPD basis) results for a cluster of 2 separate species, C4H15N3O in total in a non-equilibrium geometry.

XYZ file:
```
23
Properties=species:S:1:pos:R:3:lowdin_charge:R:1
N 2.42 0.56 1.09 -0.0012
C 1.36 1.55 1.32 -0.2937
C -0.05 1.00 1.17 -0.1761
C -0.35 0.31 -0.18 -0.4187
N 0.34 1.00 -1.28 0.0324
C -1.85 0.24 -0.43 -0.2566
N -2.30 -0.84 -1.32 -0.0085
H 3.05 0.89 0.38 0.0551
H 2.02 -0.30 0.74 0.0441
H 1.54 2.41 0.66 0.0985
H 1.43 1.89 2.36 0.0971
H -0.27 0.30 1.98 0.1182
H -0.80 1.80 1.23 0.1141
H 0.12 -0.68 -0.16 0.1142
H 0.00 0.67 -2.18 0.0630
H 0.18 2.00 -1.27 0.0713
H -2.38 0.11 0.52 0.1093
H -2.15 1.18 -0.93 0.1144
H -1.61 -1.01 -2.04 0.0529
H -2.28 -1.74 -0.84 0.0560
O 0.39 -3.41 -0.28 -0.0520
H -0.05 -4.20 0.04 0.0331
H 1.22 -3.75 -0.61 0.0331
```

Properties
gap between HOMO and LUMO = 9.24 eV
SMILES = NCC[C@H](N)CN.O
LUMO energy = 0.0200 Eh
molar mass = 121.18 g/mol
calculated total energy = -10908.727 eV

No. 9
DFT (the ωB97M-V functional and the def2-TZVPD basis) results for a cluster of 2 separate species, C4H15N3O in total in a non-equilibrium geometry.

XYZ file:
```
23
Properties=species:S:1:pos:R:3:lowdin_charge:R:1
N -1.90 1.77 -1.33 0.0019
C -0.63 1.64 -0.72 -0.3160
C -0.68 1.13 0.75 -0.1766
C -1.24 -0.29 0.91 -0.2518
N -0.24 -1.35 0.88 -0.0685
C 0.12 -1.82 -0.46 -0.3380
N 1.42 -2.43 -0.38 0.0092
H -2.42 2.62 -1.18 0.0723
H -2.42 0.96 -1.61 0.0629
H 0.05 1.02 -1.31 0.0876
H -0.08 2.59 -0.72 0.1112
H 0.29 1.14 1.24 0.0923
H -1.28 1.88 1.25 0.1007
H -2.10 -0.47 0.26 0.1070
H -1.72 -0.32 1.89 0.1016
H 0.60 -0.95 1.29 0.0836
H -0.75 -2.40 -0.80 0.1131
H 0.18 -0.97 -1.15 0.0862
H 1.71 -2.79 -1.28 0.0662
H 1.46 -3.17 0.31 0.0734
O 3.25 1.08 0.89 -0.0665
H 3.89 0.35 0.88 0.0435
H 2.49 0.76 0.40 0.0048
```

Properties
gap between HOMO and LUMO = 9.68 eV
SMILES = NCCCNCN.O
LUMO energy = 0.0351 Eh
molar mass = 121.18 g/mol
calculated total energy = -10908.384 eV

No. 10
DFT (the ωB97M-V functional and the def2-TZVPD basis) results for a cluster of 3 separate species, C4H15N3O3 in total in a non-equilibrium geometry.

XYZ file:
```
25
Properties=species:S:1:pos:R:3:lowdin_charge:R:1
C 2.62 1.25 0.58 -0.1323
N 1.42 1.88 1.05 -0.1030
C 0.17 1.26 0.61 -0.1546
C -0.08 -0.06 1.36 -0.4896
O -0.46 0.01 2.53 0.0335
N 0.01 -1.24 0.71 0.0917
C 0.61 -1.51 -0.58 -0.2880
N -0.05 -2.61 -1.27 0.0163
H 2.98 1.62 -0.39 0.0763
H 3.45 1.37 1.27 0.0826
H 2.51 0.18 0.41 0.0577
H 1.33 1.97 2.05 0.1053
H -0.66 1.93 0.82 0.1222
H 0.14 1.13 -0.46 0.0789
H -0.11 -2.08 1.24 0.1430
H 1.65 -1.83 -0.50 0.1026
H 0.62 -0.67 -1.26 0.0819
H -0.46 -3.33 -0.68 0.0634
H -0.48 -2.43 -2.15 0.0581
O -0.74 0.49 -2.61 -0.0789
H -0.32 1.17 -3.16 0.0561
H -1.63 0.82 -2.40 0.0150
O -3.08 0.39 -1.18 -0.0491
H -2.59 0.20 -0.36 0.0481
H -3.46 -0.48 -1.37 0.0629
```

Properties
gap between HOMO and LUMO = 9.12 eV
SMILES = CNCC(=O)NCN.O.O
LUMO energy = 0.0175 Eh
molar mass = 153.18 g/mol
calculated total energy = -15003.877 eV

No. 11
DFT (the ωB97M-V functional and the def2-TZVPD basis) results for a structure of composition C4H15N4 in a non-equilibrium geometry.

XYZ file:
```
23
Properties=species:S:1:pos:R:3:lowdin_charge:R:1
C -2.13 1.55 0.31 -0.0726
C 2.45 0.76 -0.75 -0.0127
C -1.22 -0.76 0.03 -0.2824
C 0.78 -0.99 -0.26 -0.2614
N -1.99 -1.67 -0.67 0.0820
N 1.39 -1.92 0.61 0.0591
N -1.28 0.60 -0.43 -0.1408
N 1.24 0.38 0.00 -0.0389
H -1.89 1.50 1.37 0.0871
H -1.91 2.55 -0.06 0.0894
H -3.19 1.35 0.18 0.0921
H 2.79 1.74 -0.44 0.1008
H 3.24 0.03 -0.56 0.1043
H 2.23 0.78 -1.81 0.1018
H -1.33 -0.85 1.10 0.1371
H 0.90 -1.25 -1.31 0.1367
H -2.05 -2.60 -0.30 0.0969
H -1.89 -1.66 -1.68 0.0969
H 1.02 -1.90 1.56 0.0871
H 1.37 -2.87 0.26 0.0915
H -1.54 0.62 -1.41 0.1363
H 0.33 0.93 -0.24 0.1335
H 1.43 0.46 1.00 0.1762
```

Properties
gap between HOMO and LUMO = 9.26 eV
net charge = +1
LUMO energy = -0.0959 Eh
molar mass = 119.19 g/mol
calculated total energy = -10344.354 eV

No. 12
DFT (the ωB97M-V functional and the def2-TZVPD basis) results for a cluster of 3 separate species, C4H15N4O3 in total in a non-equilibrium geometry.

XYZ file:
```
26
Properties=species:S:1:pos:R:3:lowdin_charge:R:1
C 2.68 -1.75 0.07 -0.2331
C -0.41 1.44 1.19 -0.3197
C -3.70 -0.70 0.15 -0.4008
C 1.70 0.31 0.83 -0.2555
N 2.21 2.31 -0.57 0.1818
N 2.74 -0.28 0.58 0.0638
N 0.65 0.54 1.37 0.1909
N -2.56 -0.54 -0.72 -0.0040
O 3.08 -1.77 -1.19 0.0325
O -0.71 1.51 -0.11 -0.0153
O -4.57 -1.74 -0.15 -0.0728
H 1.57 -1.89 0.13 0.1477
H 3.21 -2.38 0.70 0.1131
H -1.33 0.93 1.77 0.1921
H -0.23 2.29 1.84 0.1490
H -4.19 0.34 0.26 0.1503
H -3.31 -0.96 1.08 0.0902
H 3.09 2.79 -0.46 0.0766
H 1.35 2.90 -0.83 0.1194
H 3.73 0.11 0.46 0.1812
H -2.36 -1.53 -0.89 0.0948
H 2.31 1.49 -1.13 0.0459
H -2.71 -0.06 -1.66 0.1313
H 3.90 -2.23 -1.33 0.1102
H -1.09 0.62 -0.26 0.0546
H -5.05 -1.73 -1.10 0.1759
```

Properties
gap between HOMO and LUMO (alpha / beta) = 6.92 / 5.15 eV
net charge = +1
⟨S²⟩ = 2.01
multiplicity = 3
LUMO energy (alpha / beta) = -0.0964 / -0.2941 Eh
molar mass = 167.19 g/mol
calculated total energy = -16479.864 eV